No. 1
120
Properties=species:S:1:pos:R:3:forces:R:3 method="wB97M-V/def2-TZVPD" lumo_energy_ev=0.23 homo_energy_ev=-8.74 smiles=COCCNCCOC.CC(C)O.CC(C)O.CC(C)O.CC(C)O.CC(C)O.CC(C)O.CO.CO.CO.CO orbital_gap_ha=0.330
C -0.175 1.543 -3.380 -0.33 -0.28 0.17
O 0.185 2.288 -4.504 1.40 0.79 -0.17
C 1.519 2.857 -4.396 -0.49 -1.16 0.38
C 1.830 3.615 -5.636 -1.26 0.91 -0.78
N 0.736 4.510 -6.057 0.24 1.50 0.18
C 0.827 5.793 -5.313 -0.75 -0.29 -1.15
C -0.272 6.820 -5.717 -0.14 -1.40 1.35
O -1.556 6.315 -5.301 -0.35 0.06 -0.48
C -2.632 7.117 -5.816 0.99 0.28 0.25
H -0.161 2.121 -2.456 0.27 0.19 0.17
H 0.475 0.672 -3.288 0.04 -0.18 0.23
H -1.208 1.217 -3.499 0.05 -0.10 -0.20
H 2.314 2.116 -4.312 -0.20 -0.80 0.10
H 1.636 3.415 -3.466 -0.47 0.50 0.08
H 1.980 2.957 -6.492 0.42 -0.25 0.26
H 2.704 4.234 -5.434 0.27 -0.17 -0.32
H -0.145 4.153 -5.717 -0.16 -0.65 -0.32
H 1.783 6.271 -5.530 0.14 -0.04 0.10
H 0.771 5.492 -4.267 -0.08 0.93 0.49
H -0.300 7.036 -6.785 0.34 -0.06 -0.07
H -0.069 7.708 -5.118 0.03 0.46 -0.25
H -3.506 7.094 -5.165 0.23 -0.27 0.14
H -2.938 6.856 -6.829 0.13 -0.36 -0.10
H -2.250 8.137 -5.856 -0.34 0.35 0.01
C 0.393 -1.448 -0.177 0.99 -0.26 1.15
C -0.967 -1.631 -0.726 0.31 -0.60 -2.76
C -1.185 -3.128 -0.887 -0.03 -1.25 1.39
O -1.976 -1.053 0.039 -0.92 -0.52 0.78
H 0.330 -2.024 0.747 0.61 0.11 0.47
H 0.749 -0.446 0.062 -0.48 0.21 -0.13
H 1.172 -1.911 -0.783 -0.18 -0.08 -0.17
H -1.006 -1.311 -1.767 -0.15 0.95 -0.16
H -1.073 -3.556 0.109 -0.29 -0.19 0.42
H -0.394 -3.666 -1.409 0.17 0.63 -0.47
H -2.125 -3.527 -1.269 -0.18 0.66 -0.17
H -1.830 -0.139 0.293 0.77 0.24 -0.42
C -2.422 2.040 2.305 -1.39 -0.41 0.81
C -2.719 1.868 0.840 -0.38 2.68 1.71
C -3.209 3.180 0.222 -1.83 -0.73 -0.66
O -1.493 1.745 0.256 2.18 -2.11 -2.06
H -2.385 1.083 2.824 -0.11 -0.02 0.13
H -3.272 2.633 2.644 0.30 0.03 0.95
H -1.456 2.513 2.481 -0.25 0.35 -0.10
H -3.408 1.041 0.667 0.20 -0.07 -0.34
H -2.452 3.963 0.170 0.18 -0.25 0.01
H -4.121 3.636 0.608 -0.05 -0.20 0.37
H -3.480 2.788 -0.759 0.15 0.90 -0.57
H -1.059 2.567 0.493 0.86 0.04 -0.17
C 4.090 0.229 -0.146 0.67 -0.23 -1.02
C 4.963 1.227 -0.964 1.40 -0.74 0.17
C 6.453 0.663 -1.252 -0.48 -0.18 0.82
O 4.357 1.476 -2.211 -0.69 -0.15 -0.60
H 4.338 -0.791 -0.441 0.09 -0.12 0.04
H 3.041 0.346 -0.416 0.00 0.30 0.17
H 4.236 0.295 0.933 0.02 0.21 -0.08
H 4.914 2.174 -0.427 0.73 0.05 0.30
H 7.063 0.492 -0.365 -0.44 -0.02 0.53
H 7.180 1.178 -1.880 -0.76 1.01 -0.26
H 6.419 -0.309 -1.743 -0.62 -0.16 0.07
H 4.560 2.381 -2.457 0.05 -0.05 -0.15
C 0.307 0.498 3.643 1.19 0.10 1.54
C 1.522 -0.220 4.326 -1.27 0.04 -0.11
C 1.604 -0.092 5.864 -0.76 0.44 -0.39
O 1.307 -1.580 4.008 1.25 -0.60 -0.29
H -0.619 0.194 4.131 0.04 -0.03 0.17
H 0.233 0.195 2.599 0.25 0.48 -0.08
H 0.458 1.555 3.863 -0.37 0.33 -0.68
H 2.445 0.123 3.859 0.13 -0.19 -0.08
H 2.239 -0.871 6.285 0.00 0.09 -0.12
H 0.588 -0.196 6.246 -0.12 -0.46 0.13
H 1.887 0.883 6.261 0.46 0.13 -0.35
H 0.362 -1.725 4.095 -0.48 -0.41 0.27
C 0.847 -5.078 2.917 -2.06 0.61 -0.06
C 2.267 -4.937 3.097 2.35 -0.38 -1.64
C 2.892 -4.247 1.838 -1.02 0.00 0.84
O 2.576 -4.263 4.274 0.62 -0.51 0.59
H 0.430 -5.472 3.844 -0.31 -0.28 -0.21
H 0.676 -5.713 2.048 -0.54 0.05 0.10
H 0.456 -4.070 2.781 -0.60 0.04 -0.29
H 2.556 -5.988 3.086 1.20 0.02 0.80
H 2.439 -3.256 1.846 0.27 0.38 -0.09
H 2.484 -4.723 0.946 0.41 -0.20 -0.16
H 3.978 -4.164 1.830 -0.13 -0.19 0.05
H 2.026 -3.477 4.300 -0.04 0.63 0.03
C -2.524 -3.780 3.442 -1.18 0.34 -1.03
C -2.279 -2.268 3.708 -1.66 -0.12 1.16
C -3.449 -1.445 4.419 0.25 -0.87 -1.87
O -1.231 -2.183 4.617 1.83 0.25 0.78
H -2.634 -4.439 4.303 0.26 0.52 0.57
H -1.793 -4.261 2.793 0.35 0.45 0.13
H -3.465 -3.942 2.915 -0.25 0.24 -0.19
H -1.951 -1.722 2.823 -0.07 -0.25 -0.23
H -4.214 -1.185 3.688 -0.41 -0.47 0.02
H -3.128 -0.455 4.743 0.53 -0.32 0.38
H -3.863 -2.059 5.219 -0.10 0.27 0.10
H -1.451 -2.667 5.416 0.02 -0.10 0.07
C -5.166 -1.476 0.328 -0.88 -1.01 0.37
O -4.275 -2.364 -0.319 -0.30 0.51 -0.32
H -6.113 -2.011 0.265 -0.23 0.26 0.49
H -4.856 -1.346 1.364 -0.19 0.05 0.25
H -5.357 -0.488 -0.090 0.54 0.06 -0.59
H -3.431 -1.908 -0.284 0.74 0.04 -0.06
C -3.813 -6.038 0.353 -0.01 1.61 -0.29
O -4.806 -5.034 0.514 -1.10 -0.96 0.84
H -4.284 -7.021 0.378 0.00 0.19 -0.19
H -3.341 -5.791 -0.598 0.36 -0.82 -0.21
H -3.053 -5.977 1.132 0.11 -0.15 0.20
H -4.504 -4.127 0.436 0.66 0.15 -0.41
C 2.831 -1.581 -3.387 0.07 -0.71 -0.52
O 2.427 -2.736 -4.183 0.64 0.56 0.95
H 3.481 -1.914 -2.579 -0.35 -0.55 0.09
H 3.495 -0.891 -3.906 -0.41 0.19 -0.50
H 1.969 -1.074 -2.953 0.02 0.12 -0.11
H 1.902 -2.490 -4.948 0.05 0.43 0.11
C 1.734 2.499 0.986 -0.77 -0.57 0.80
O 0.818 3.610 1.129 0.45 -0.32 -0.47
H 2.489 2.585 0.204 -0.20 0.65 0.06
H 2.187 2.289 1.955 0.44 0.14 -0.11
H 1.153 1.599 0.786 -0.09 -0.03 -0.29
H 0.760 3.799 2.069 0.01 0.12 -0.04

No. 2
15
Properties=species:S:1:pos:R:3:forces:R:3 method="wB97M-V/def2-TZVPD" lumo_energy_ev=1.04 homo_energy_ev=-9.73 smiles=C[C@@H](O)[C@H]1CN1 orbital_gap_ha=0.396
C 1.121 -1.372 -0.692 0.05 -0.02 -0.02
C -0.169 -0.921 -0.012 -0.06 -0.03 -0.26
O -0.082 -1.073 1.388 0.17 0.15 0.12
C -0.468 0.522 -0.380 -0.03 -0.14 -0.16
C -1.200 1.430 0.521 -0.24 0.06 0.18
N 0.264 1.499 0.424 0.15 0.19 -0.09
H 1.355 -2.406 -0.421 -0.05 0.13 -0.03
H 1.049 -1.300 -1.783 -0.02 -0.02 0.15
H 1.948 -0.732 -0.362 -0.10 -0.08 -0.05
H -1.008 -1.552 -0.331 0.10 0.07 0.01
H 0.541 -0.390 1.684 -0.12 -0.08 0.03
H -0.558 0.712 -1.450 0.04 -0.02 0.15
H -1.569 1.060 1.474 0.07 0.02 -0.19
H -1.785 2.230 0.075 0.10 -0.10 0.04
H 0.562 2.293 -0.135 -0.05 -0.12 0.11

No. 3
16
Properties=species:S:1:pos:R:3:forces:R:3 method="wB97M-V/def2-TZVPD" lumo_energy_ev=1.04 homo_energy_ev=-9.72 smiles="CC(C)CC=O" orbital_gap_ha=0.395
C 1.864 0.086 -0.309 0.04 0.03 -0.09
C 0.466 0.212 0.278 -0.55 -0.09 0.00
C -0.442 1.165 -0.495 -2.54 -0.04 -0.82
C -0.324 -1.099 0.288 0.26 -0.02 -0.29
C -1.703 -0.678 0.639 -2.46 -2.17 -0.01
O -2.718 -0.945 -0.011 1.71 0.48 1.26
H 2.369 1.058 -0.325 -0.05 -0.15 -0.01
H 1.818 -0.293 -1.336 0.00 0.07 0.10
H 2.477 -0.609 0.274 -0.09 0.10 -0.04
H 0.552 0.576 1.312 -0.05 -0.10 -0.14
H -0.400 0.997 -1.570 0.72 0.07 -0.25
H -0.233 2.201 -0.278 -0.09 0.39 -0.06
H -1.647 0.948 -0.439 3.15 1.09 0.57
H 0.046 -1.822 1.016 0.03 -0.04 0.11
H -0.355 -1.574 -0.696 0.14 0.07 -0.02
H -1.771 -0.222 1.653 -0.20 0.28 -0.31

No. 4
82
Properties=species:S:1:pos:R:3:forces:R:3 method="wB97M-V/def2-TZVPD" lumo_energy_ev="-0.36 / -0.48" homo_energy_ev="-6.13 / -6.33" orbital_gap_ha="0.212 / 0.215" multiplicity=4
V 0.000 0.000 0.000 2.02 -2.19 -2.47
O -1.921 4.727 -1.158 -0.98 -0.87 0.15
C -2.747 3.877 -1.856 -1.15 0.64 3.66
C -3.691 4.492 -2.684 -1.72 0.20 2.18
C -4.572 3.717 -3.435 -2.52 -0.80 2.44
C -4.507 2.328 -3.356 -2.87 0.40 1.68
C -3.562 1.715 -2.525 -1.54 1.58 2.02
C -2.656 2.474 -1.756 -1.79 2.09 5.51
C -1.626 1.843 -0.836 -3.74 5.25 -1.54
O -1.556 0.611 -0.980 -1.01 -1.25 1.24
N -0.957 2.621 -0.032 -0.18 -0.96 -0.35
N -0.082 1.812 0.687 -0.60 1.62 1.57
C -0.237 1.951 1.960 0.57 0.30 1.10
C 0.513 1.123 2.923 -0.17 0.89 -0.48
C 1.054 1.776 4.045 0.07 -0.88 -0.20
C 1.783 1.051 4.980 -0.05 0.09 -0.07
C 1.950 -0.316 4.792 -0.46 -0.05 -0.86
C 1.380 -0.948 3.676 0.26 -0.57 0.13
C 0.631 -0.267 2.697 1.41 2.67 5.57
O 0.093 -0.866 1.704 -3.23 13.38 13.33
H -1.348 4.110 -0.632 -0.01 0.67 0.08
H -3.728 5.575 -2.733 0.18 -0.13 -0.01
H -5.304 4.194 -4.077 0.10 -0.01 -0.05
H -5.186 1.708 -3.933 0.04 0.04 0.00
H -3.523 0.629 -2.467 1.59 3.29 -0.09
H -0.929 2.699 2.381 0.30 -0.15 -0.51
H 0.922 2.846 4.158 -0.07 -0.06 -0.05
H 2.221 1.546 5.838 -0.03 -0.01 -0.03
H 2.518 -0.906 5.502 -0.05 0.03 -0.08
H 1.514 -2.022 3.551 0.02 0.25 0.18
O -1.582 -1.000 0.588 -3.62 -1.60 0.19
C -1.170 -2.182 1.269 -2.26 -3.72 -1.05
C 0.330 -2.394 1.251 0.22 -8.61 -1.06
C 0.849 -3.596 1.734 -1.74 1.45 -0.89
C 2.230 -3.780 1.754 2.55 0.41 -0.22
C 3.057 -2.764 1.293 -0.52 -2.34 1.47
C 2.467 -1.601 0.833 -0.30 1.85 -0.52
N 1.133 -1.394 0.809 8.86 -5.82 -8.27
H -2.000 -0.412 1.268 0.32 -0.65 -1.03
H -1.661 -3.028 0.777 -0.32 0.07 -0.05
H -1.517 -2.133 2.307 0.16 -0.39 -0.24
H 0.192 -4.381 2.095 -0.12 0.26 -0.02
H 2.655 -4.707 2.126 -0.06 0.13 -0.08
H 4.136 -2.875 1.292 -0.12 0.09 0.03
H 3.067 -0.776 0.460 -0.16 -0.04 0.03
C -3.770 -1.106 -2.012 -1.10 -1.20 0.43
Ge -2.178 -1.584 -3.022 0.38 -0.19 -0.08
C -2.583 -1.618 -4.924 -0.25 -0.07 -0.56
C -1.587 -3.352 -2.476 0.10 -0.52 0.17
Ge -0.421 -0.020 -2.563 0.65 -1.13 -1.43
C -0.863 1.789 -3.054 2.85 0.26 -2.07
C -2.102 2.099 -3.629 3.01 1.02 -4.32
C -2.401 3.420 -3.980 3.80 -0.26 -5.90
C -1.464 4.433 -3.758 2.15 -0.83 -1.45
C -0.226 4.126 -3.184 -0.62 0.27 -0.58
C 0.074 2.806 -2.833 -0.88 -0.48 -0.66
C 1.146 -0.549 -3.539 1.02 -0.19 -0.22
C 2.309 -0.914 -2.850 0.26 -0.07 -0.98
C 3.450 -1.299 -3.561 -0.36 0.10 -0.28
C 3.430 -1.320 -4.960 -0.39 0.13 0.30
C 2.269 -0.955 -5.648 -0.03 -0.02 0.45
C 1.127 -0.570 -4.939 0.72 -0.17 0.17
H -4.569 -1.848 -2.213 0.36 0.32 0.16
H -4.119 -0.098 -2.314 -2.05 -4.12 1.06
H -3.531 -1.104 -0.929 -0.24 0.10 -0.67
H -3.392 -2.352 -5.112 0.42 0.42 -0.04
H -1.677 -1.918 -5.488 -0.56 0.20 0.22
H -2.910 -0.613 -5.258 0.17 -0.56 -0.01
H -2.391 -4.089 -2.680 0.50 0.29 0.15
H -1.355 -3.345 -1.392 -0.05 -0.14 -0.66
H -0.677 -3.627 -3.048 -0.49 0.07 0.41
H -2.836 1.328 -3.807 1.87 -0.52 -2.13
H -3.359 3.657 -4.424 2.86 -0.43 -1.96
H -1.696 5.454 -4.030 0.02 0.00 0.01
H 0.499 4.910 -3.013 -0.06 0.04 0.07
H 1.035 2.577 -2.390 0.08 -0.09 -0.04
H 2.331 -0.900 -1.768 0.00 -0.02 -0.03
H 4.349 -1.581 -3.029 0.04 0.00 0.00
H 4.314 -1.619 -5.509 0.00 0.00 -0.01
H 2.254 -0.971 -6.730 0.00 -0.01 -0.02
H 0.232 -0.286 -5.478 -0.06 0.08 -0.04
H 0.578 -1.358 -0.945 -1.47 1.23 -1.79

No. 5
15
Properties=species:S:1:pos:R:3:forces:R:3 method="wB97M-V/def2-TZVPD" lumo_energy_ev="-3.07 / -8.68" homo_energy_ev="-14.32 / -13.51" total_charge=+1 orbital_gap_ha="0.414 / 0.178" multiplicity=2
C -0.099 0.146 0.486 -0.79 0.80 -0.68
C 0.425 1.640 0.627 -0.15 -0.31 0.28
S -0.420 2.383 2.000 -0.04 0.19 0.02
N 0.301 -0.312 -0.784 1.63 -0.65 1.41
C -0.202 -1.567 -1.311 0.07 -1.37 -0.38
O 0.287 -2.645 -0.531 -0.01 0.86 0.13
H 0.313 -0.419 1.329 0.21 0.04 -0.09
H -1.189 0.114 0.543 -0.06 -0.10 0.15
H 0.310 2.221 -0.277 -0.30 -0.07 -0.20
H 1.479 1.577 0.824 0.56 0.03 0.25
H -1.250 3.132 1.264 -0.07 0.05 0.05
H 1.327 -0.245 -0.854 -0.40 0.12 -0.56
H -1.277 -1.581 -1.308 -0.47 0.35 -0.20
H 0.220 -1.745 -2.296 -0.23 0.30 -0.10
H -0.225 -2.698 0.289 0.05 -0.23 -0.08

Energy above the lowest of the compared OMol25 structures with the same formula, charge and spin across the listed records, respectively: 42.41, 42.24, 27.11, 427.13, 16.28 kcal/mol.